Below is a 2-piece molecular cluster, C3H12N3O2 overall in a non-equilibrium geometry, with properties calculated with the ωB97M-V functional and the def2-TZVPD basis.

## Properties
**HOMO**: -11.23 eV
**E_LUMO**: -3.08 eV
**Charge**: +1

Element x y z (Å)
C  -1.28  -0.63  1.05
C  -0.45  -0.50  -0.27
C  1.17  1.43  0.23
N  -0.32  -2.08  -0.95
N  1.73  1.37  -0.97
N  1.63  1.07  1.48
O  -1.25  0.10  -1.20
O  0.11  2.21  0.35
H  -1.29  0.40  1.40
H  -2.24  -1.04  0.74
H  -0.85  -1.26  1.74
H  -0.96  -2.26  -1.74
H  -0.60  -2.75  -0.12
H  2.52  0.79  -1.07
H  0.98  1.66  -1.62
H  2.29  0.36  1.49
H  0.66  -2.16  -1.08
H  0.86  1.07  2.14
H  -2.20  -0.13  -1.18
H  -0.48  2.35  -0.42

Here are the Mulliken charges for atoms 1 to 8, given in e: -1.574, 0.268, 0.430, -0.462, -0.325, -0.389, -0.502, -0.472